Entry 1:
The following is a quantum chemistry calculation of a cluster of 13 separate species, C42H97F10N14O24S10 in total, from the OMol25 dataset.

Values from the calculation:
Calculated total energy   -9209.8113 Ha
Frontier orbital gap   6.25 eV
Net charge   +3

Positions of all 197 atoms, in Å:
C (11.185, 16.896, 21.701)
C (11.428, 18.227, 22.552)
N (10.208, 18.996, 22.692)
C (9.257, 18.836, 23.689)
C (8.302, 19.834, 23.524)
N (8.635, 20.570, 22.413)
C (9.763, 20.012, 21.831)
C (7.875, 21.791, 21.991)
H (11.079, 17.051, 20.627)
H (10.205, 16.439, 21.837)
H (11.808, 16.056, 22.009)
H (12.120, 18.940, 22.105)
H (11.878, 17.978, 23.513)
H (9.432, 18.188, 24.535)
H (7.532, 20.179, 24.198)
H (10.230, 20.334, 20.911)
H (6.791, 21.716, 22.080)
H (8.047, 21.907, 20.921)
H (8.163, 22.711, 22.500)
C (21.311, 9.387, 13.755)
C (22.167, 10.456, 14.201)
O (22.481, 10.673, 15.361)
N (22.628, 11.297, 13.044)
H (23.199, 10.689, 12.473)
H (21.917, 11.566, 12.379)
C (23.439, 12.548, 13.498)
H (21.777, 8.823, 12.946)
H (20.285, 9.621, 13.469)
H (21.172, 8.643, 14.540)
H (23.802, 13.101, 12.632)
H (24.389, 12.277, 13.959)
H (22.867, 13.260, 14.091)
C (9.124, -0.333, 14.412)
C (10.617, -0.461, 14.778)
O (11.516, 0.165, 14.243)
N (11.032, -1.494, 15.952)
H (10.279, -1.439, 16.624)
H (10.996, -2.414, 15.538)
C (12.390, -1.075, 16.619)
H (8.758, -1.359, 14.398)
H (8.971, 0.124, 13.434)
H (8.650, 0.302, 15.161)
H (13.236, -1.453, 16.045)
H (12.387, -1.614, 17.567)
H (12.529, 0.006, 16.609)
C (6.364, 9.232, 10.521)
C (7.746, 9.613, 10.929)
O (8.634, 8.888, 11.363)
N (8.110, 11.088, 10.794)
H (7.349, 11.420, 10.218)
H (8.067, 11.518, 11.706)
C (9.440, 11.247, 10.017)
H (6.108, 8.245, 10.906)
H (6.252, 9.209, 9.437)
H (5.580, 9.888, 10.901)
H (10.248, 10.758, 10.561)
H (9.680, 12.272, 9.736)
H (9.293, 10.866, 9.007)
C (15.991, 4.746, 25.871)
C (15.339, 4.020, 24.771)
O (14.188, 4.239, 24.352)
N (16.210, 3.000, 24.097)
H (16.694, 3.494, 23.360)
H (16.958, 2.711, 24.712)
C (15.536, 1.678, 23.618)
H (16.977, 5.038, 25.509)
H (16.124, 3.966, 26.621)
H (15.331, 5.557, 26.179)
H (14.912, 2.064, 22.812)
H (14.889, 1.195, 24.351)
H (16.257, 0.946, 23.256)
C (16.298, 12.091, 16.785)
C (15.430, 11.078, 17.487)
C (14.950, 10.062, 16.469)
N (13.824, 9.118, 16.943)
C (12.463, 9.871, 16.970)
C (13.690, 7.980, 15.893)
C (13.056, 6.889, 16.678)
C (13.634, 7.011, 18.124)
C (14.212, 8.416, 18.254)
H (17.150, 11.744, 16.200)
H (16.606, 12.788, 17.564)
H (15.612, 12.731, 16.230)
H (14.550, 11.504, 17.969)
H (16.018, 10.643, 18.295)
H (15.731, 9.384, 16.125)
H (14.578, 10.506, 15.546)
H (11.645, 9.166, 17.120)
H (12.337, 10.211, 15.942)
H (12.472, 10.692, 17.687)
H (13.181, 8.354, 15.005)
H (14.710, 7.793, 15.557)
H (11.974, 6.919, 16.814)
H (13.201, 5.903, 16.237)
H (12.768, 6.751, 18.734)
H (14.466, 6.318, 18.249)
H (13.844, 8.947, 19.132)
H (15.302, 8.392, 18.261)
C (18.339, 25.442, 16.249)
C (17.760, 23.978, 16.467)
C (17.206, 23.370, 15.109)
N (16.983, 21.854, 15.207)
C (18.257, 20.977, 15.347)
C (16.151, 21.366, 13.990)
C (15.229, 20.296, 14.489)
C (15.316, 20.169, 16.045)
C (16.130, 21.396, 16.419)
H (18.522, 26.012, 17.159)
H (17.697, 26.125, 15.693)
H (19.335, 25.466, 15.806)
H (17.028, 23.928, 17.272)
H (18.601, 23.375, 16.808)
H (18.017, 23.435, 14.384)
H (16.391, 23.918, 14.634)
H (17.877, 19.966, 15.202)
H (18.670, 21.036, 16.354)
H (19.061, 21.178, 14.639)
H (16.863, 21.053, 13.226)
H (15.617, 22.256, 13.657)
H (15.418, 19.385, 13.922)
H (14.187, 20.521, 14.265)
H (15.915, 19.321, 16.377)
H (14.325, 20.040, 16.480)
H (16.752, 21.375, 17.314)
H (15.529, 22.304, 16.371)
C (7.838, 8.504, 23.461)
C (7.764, 7.888, 24.848)
C (6.605, 6.847, 25.056)
N (6.445, 6.351, 26.506)
C (7.799, 5.755, 26.929)
C (5.202, 5.396, 26.685)
C (4.084, 6.198, 27.433)
C (4.929, 7.085, 28.359)
C (6.076, 7.513, 27.467)
H (6.928, 8.919, 23.026)
H (7.999, 7.786, 22.658)
H (8.622, 9.258, 23.383)
H (7.479, 8.653, 25.570)
H (8.736, 7.505, 25.159)
H (6.650, 5.987, 24.388)
H (5.671, 7.345, 24.795)
H (7.548, 5.239, 27.856)
H (8.560, 6.528, 27.026)
H (8.119, 5.033, 26.178)
H (5.412, 4.479, 27.235)
H (4.929, 5.061, 25.685)
H (3.467, 5.454, 27.937)
H (3.454, 6.755, 26.741)
H (5.216, 6.509, 29.239)
H (4.333, 7.929, 28.707)
H (6.966, 7.787, 28.034)
H (5.782, 8.447, 26.988)
N (19.110, 13.295, 10.593)
S (17.907, 12.785, 9.986)
O (17.825, 12.923, 8.556)
O (16.673, 12.974, 10.767)
F (18.093, 11.172, 10.181)
S (18.890, 14.983, 10.142)
O (17.698, 15.715, 10.582)
O (19.537, 15.314, 8.842)
F (19.924, 15.510, 11.243)
N (8.342, -0.628, 19.532)
S (6.912, -0.201, 19.707)
O (6.490, 1.026, 19.056)
O (6.137, -0.747, 20.835)
F (6.335, -1.190, 18.559)
S (8.988, 0.340, 20.813)
O (8.185, 0.703, 21.999)
O (9.923, 1.302, 20.282)
F (9.900, -0.857, 21.316)
N (14.077, 13.387, 25.818)
S (12.634, 12.486, 26.178)
O (12.680, 11.066, 26.476)
O (11.471, 12.932, 25.415)
F (12.350, 13.131, 27.632)
S (14.850, 12.219, 25.212)
O (14.318, 11.587, 23.991)
O (15.719, 11.466, 26.083)
F (16.043, 13.046, 24.616)
N (19.076, 5.073, 20.770)
S (20.093, 6.431, 20.729)
O (19.672, 7.569, 19.919)
O (21.514, 6.306, 20.930)
F (19.603, 7.042, 22.119)
S (19.431, 4.669, 19.401)
O (20.816, 4.232, 19.273)
O (18.797, 5.484, 18.328)
F (18.612, 3.337, 19.434)
N (8.212, 13.861, 14.817)
S (9.222, 15.160, 15.291)
O (10.567, 14.762, 15.679)
O (8.732, 16.344, 15.978)
F (9.556, 15.786, 13.871)
S (7.572, 13.798, 16.095)
O (6.386, 14.610, 16.257)
O (8.230, 13.353, 17.258)
F (6.801, 12.378, 15.711)

Atomic partial charges in e from the Mulliken method, atoms 1 to 2: atom 1 (C): -1.084, atom 2 (C): -0.582

***

Entry 2:
The following is a quantum chemistry calculation of a cluster of 7 separate species, C43H100BN3O22PS6 in total, from the OMol25 dataset.

Values from the calculation:
Calculated total energy   -6272.7959 Ha
Frontier orbital gap   7.23 eV
Net charge   +1

Positions of all 176 atoms, in Å:
C (1.144, 6.573, -2.494)
O (0.689, 7.481, -1.457)
C (0.203, 6.690, -0.338)
C (-0.683, 7.615, 0.653)
C (0.099, 7.902, 2.026)
C (-0.385, 6.816, 3.102)
C (0.327, 5.377, 2.897)
C (-0.262, 4.295, 3.934)
C (0.953, 3.488, 4.607)
C (1.513, 2.432, 3.512)
C (2.617, 1.479, 4.189)
C (3.719, 1.063, 3.106)
C (3.374, -0.227, 2.239)
N (3.071, -1.471, 2.993)
C (3.848, -2.150, 3.843)
C (5.323, -1.789, 4.272)
C (6.428, -2.879, 3.867)
C (6.065, -3.767, 2.599)
O (6.248, -3.097, 1.322)
C (5.758, -3.965, 0.291)
C (5.121, -3.344, -1.055)
O (5.752, -5.202, 0.381)
C (3.095, -3.426, 4.414)
C (3.908, -4.651, 5.022)
C (1.835, -3.718, 3.422)
C (0.699, -4.169, 4.449)
C (1.781, -2.212, 2.830)
P (1.828, -2.612, 0.932)
N (1.023, -3.927, 0.527)
B (0.352, -1.459, 2.981)
O (0.028, -0.440, 3.925)
N (-0.764, -1.917, 2.067)
C (-1.977, -2.313, 2.840)
C (-1.156, -0.845, 1.104)
H (0.223, 6.039, -2.904)
H (1.591, 7.195, -3.330)
H (1.851, 5.782, -2.070)
H (-0.458, 5.862, -0.778)
H (1.064, 6.183, 0.215)
H (-0.990, 8.597, 0.170)
H (-1.646, 7.032, 0.837)
H (-0.150, 8.939, 2.443)
H (1.225, 7.865, 1.880)
H (-0.207, 7.127, 4.188)
H (-1.515, 6.653, 3.006)
H (1.447, 5.502, 3.099)
H (0.177, 5.001, 1.830)
H (-0.905, 3.530, 3.366)
H (-0.962, 4.776, 4.694)
H (0.574, 2.895, 5.499)
H (1.788, 4.196, 4.947)
H (2.045, 3.093, 2.733)
H (0.682, 1.873, 2.981)
H (3.162, 2.142, 4.956)
H (2.187, 0.614, 4.783)
H (4.725, 1.050, 3.629)
H (3.770, 1.939, 2.361)
H (4.309, -0.460, 1.610)
H (2.540, 0.083, 1.519)
H (5.417, -1.627, 5.404)
H (5.655, -0.805, 3.783)
H (7.374, -2.290, 3.591)
H (6.663, -3.547, 4.751)
H (6.797, -4.655, 2.608)
H (5.026, -4.222, 2.603)
H (5.826, -3.558, -1.915)
H (4.954, -2.243, -0.838)
H (4.103, -3.820, -1.282)
H (2.558, -3.008, 5.349)
H (4.281, -5.385, 4.217)
H (3.277, -5.277, 5.732)
H (4.842, -4.302, 5.578)
H (2.267, -4.532, 2.753)
H (1.141, -5.045, 5.050)
H (0.396, -3.377, 5.202)
H (-0.162, -4.607, 3.856)
H (3.239, -2.778, 0.649)
H (1.405, -1.433, 0.234)
H (0.297, -3.668, -0.166)
H (-0.689, 0.146, 3.611)
H (-2.342, -1.452, 3.489)
H (-1.836, -3.299, 3.398)
H (-2.805, -2.499, 2.064)
H (-1.675, -1.369, 0.220)
H (-1.986, -0.212, 1.592)
H (-0.305, -0.186, 0.746)
O (1.697, -2.889, -3.103)
S (0.672, -2.460, -4.020)
O (-0.670, -2.184, -3.579)
O (0.610, -3.495, -5.258)
C (0.453, -4.887, -4.977)
C (-0.985, -5.229, -4.638)
C (1.263, -1.061, -4.928)
H (1.133, -5.200, -4.179)
H (0.746, -5.426, -5.880)
H (-1.281, -4.785, -3.685)
H (-1.116, -6.311, -4.561)
H (-1.665, -4.842, -5.400)
H (2.257, -1.284, -5.315)
H (1.308, -0.213, -4.246)
H (0.569, -0.849, -5.740)
O (-2.852, -4.544, 4.989)
S (-4.270, -4.763, 5.148)
O (-5.147, -3.733, 5.636)
O (-4.501, -6.101, 6.019)
C (-3.857, -6.208, 7.291)
C (-4.586, -5.407, 8.354)
C (-4.922, -5.379, 3.622)
H (-2.808, -5.909, 7.221)
H (-3.873, -7.265, 7.565)
H (-4.504, -4.335, 8.163)
H (-4.166, -5.608, 9.342)
H (-5.650, -5.653, 8.363)
H (-4.293, -6.199, 3.276)
H (-4.909, -4.564, 2.899)
H (-5.944, -5.715, 3.787)
O (1.068, 1.877, -6.193)
S (1.274, 2.826, -7.258)
O (2.374, 2.707, -8.175)
O (1.271, 4.318, -6.638)
C (2.158, 4.609, -5.558)
C (3.578, 4.829, -6.044)
C (-0.224, 2.975, -8.189)
H (2.117, 3.821, -4.800)
H (1.793, 5.526, -5.089)
H (4.009, 3.903, -6.430)
H (4.213, 5.184, -5.230)
H (3.600, 5.558, -6.857)
H (-1.054, 3.124, -7.501)
H (-0.361, 2.050, -8.751)
H (-0.130, 3.816, -8.874)
O (2.042, -8.237, 6.988)
S (2.613, -9.328, 6.239)
O (2.029, -10.640, 6.242)
O (4.180, -9.455, 6.610)
C (4.547, -9.576, 7.986)
C (4.324, -10.986, 8.502)
C (2.826, -8.813, 4.559)
H (4.012, -8.843, 8.596)
H (5.610, -9.335, 8.051)
H (3.260, -11.224, 8.544)
H (4.736, -11.097, 9.507)
H (4.794, -11.718, 7.842)
H (3.323, -7.844, 4.547)
H (1.839, -8.734, 4.103)
H (3.419, -9.560, 4.033)
O (-2.226, 4.620, -7.229)
S (-3.352, 5.472, -6.951)
O (-3.751, 6.525, -7.849)
O (-3.190, 6.090, -5.467)
C (-1.980, 6.778, -5.145)
C (-1.968, 8.183, -5.716)
C (-4.761, 4.454, -6.611)
H (-1.108, 6.208, -5.479)
H (-1.930, 6.835, -4.055)
H (-1.917, 8.163, -6.807)
H (-1.104, 8.741, -5.347)
H (-2.880, 8.719, -5.444)
H (-4.478, 3.692, -5.887)
H (-5.070, 3.987, -7.546)
H (-5.564, 5.079, -6.224)
O (-8.235, 4.971, -7.291)
S (-8.187, 6.187, -8.063)
O (-8.792, 7.406, -7.595)
O (-8.724, 5.882, -9.556)
C (-10.004, 5.267, -9.708)
C (-11.130, 6.267, -9.523)
C (-6.505, 6.521, -8.495)
H (-10.111, 4.420, -9.024)
H (-10.042, 4.867, -10.724)
H (-11.181, 6.613, -8.489)
H (-12.091, 5.815, -9.777)
H (-10.973, 7.146, -10.151)
H (-6.060, 5.617, -8.904)
H (-5.980, 6.821, -7.592)
H (-6.481, 7.330, -9.224)

Atomic partial charges in e from the Mulliken method, atoms 1 to 2: atom 1 (C): -0.565, atom 2 (O): -0.420